[1]
Density functional theory data (wB97M-V/def2-TZVPD) for CH6N6O2 in the gas phase in a non-equilibrium geometry.

The total energy comes out at -14162.9477 eV. The structure (SMILES) is NNC(=N[N+](=O)[O-])NN. For the largest force on an atom, the calculation gives 7.8 eV Å⁻¹. The value obtained for the HOMO energy is -8.88 eV. As for the energy above the lowest of the compared OMol25 structures with the same formula, charge and spin: 3.313 eV. The calculation puts the lowest unoccupied orbital energy at 0.1 eV.

XYZ file:
```
15
Properties=species:S:1:pos:R:3:lowdin_charge:R:1
N -1.967 -0.734 0.649 0.12
N -0.535 -0.604 0.519 0.04
C 0.269 0.157 -0.064 -0.28
N -0.089 1.394 -0.988 0.12
N -1.072 1.315 -1.806 -0.58
O -1.690 0.243 -1.902 -0.08
O -1.382 2.217 -2.539 0.02
N 1.596 0.213 0.221 -0.03
N 2.072 -0.591 1.326 0.01
H -2.477 -0.484 -0.160 0.05
H -2.170 -1.664 0.674 0.05
H -0.023 -1.065 1.352 0.18
H 2.066 0.835 -0.399 0.13
H 2.469 0.019 2.057 0.09
H 2.933 -1.250 1.061 0.15
```

=====

[2]
Density functional theory data (wB97M-V/def2-TZVPD) for a 2-piece molecular cluster, CH6NO overall in a non-equilibrium geometry.

The total energy comes out at -4668.0971 eV. For the largest force on an atom, the calculation gives 2.5 eV Å⁻¹. The value obtained for the HOMO energy (alpha / beta) is -3.97 / -7.46 eV. As for the energy above the lowest of the compared OMol25 structures with the same formula, charge and spin: 2.006 eV. Its spin multiplicity is 2. The calculation puts the lowest unoccupied orbital energy (alpha / beta) at -0.1 / -0.2 eV.

XYZ file:
```
9
Properties=species:S:1:pos:R:3:lowdin_spin:R:1
N -1.428 0.669 0.999 0.01
H -2.071 0.320 0.294 0.00
H -0.687 -0.087 1.077 0.00
H -0.816 1.462 0.819 0.00
H -1.967 0.751 1.861 0.00
O 0.414 -0.280 -0.177 0.30
C 1.325 -0.580 -1.038 0.57
H 2.218 -1.214 -0.885 0.06
H 1.418 -0.092 -2.021 0.06
```

=====

[3]
Density functional theory data (wB97M-V/def2-TZVPD) for a 2-piece molecular cluster, CH6NO overall in a non-equilibrium geometry.

The total energy comes out at -4663.5805 eV. As for the charge: +1. For the largest force on an atom, the calculation gives 5.4 eV Å⁻¹. The value obtained for the HOMO energy is -13.77 eV. As for the energy above the lowest of the compared OMol25 structures with the same formula, charge and spin: 1.186 eV. The calculation puts the lowest unoccupied orbital energy at -4.4 eV.

XYZ file:
```
9
Properties=species:S:1:pos:R:3:lowdin_charge:R:1
N 0.739 -1.636 0.926 0.27
H 1.730 -1.160 0.953 0.20
H 0.243 -1.292 0.033 0.16
H 1.183 -2.539 0.779 0.14
H 0.226 -1.357 1.798 0.18
O -0.759 0.889 -0.742 0.01
C -1.023 1.962 -1.088 -0.16
H -0.384 2.521 -1.722 0.07
H -1.954 2.613 -0.935 0.12
```

=====

[4]
Density functional theory data (wB97M-V/def2-TZVPD) for a 2-piece molecular cluster, CH6NO2 overall in a non-equilibrium geometry.

The total energy comes out at -6718.5343 eV. As for the charge: -1. For the largest force on an atom, the calculation gives 4.7 eV Å⁻¹. The value obtained for the HOMO energy is -3.10 eV. As for the energy above the lowest of the compared OMol25 structures with the same formula, charge and spin: 1.296 eV. The calculation puts the lowest unoccupied orbital energy at 4.9 eV.

XYZ file:
```
10
Properties=species:S:1:pos:R:3:lowdin_charge:R:1
N 0.205 0.801 1.832 -0.06
C -0.368 0.133 0.493 -0.62
O -0.081 0.717 -0.604 -0.33
H 1.134 0.841 1.643 -0.06
H -0.053 1.876 1.793 0.07
H 0.024 -1.075 0.432 0.11
H -1.479 0.143 0.547 0.06
H -0.268 -1.617 -1.794 -0.05
H 0.435 -0.391 -1.979 0.09
O 0.451 -1.428 -2.362 -0.20
```

=====

[5]
Density functional theory data (wB97M-V/def2-TZVPD) for a 2-piece molecular cluster, CH6NS overall in a non-equilibrium geometry.

The total energy comes out at -13460.0993 eV. As for the charge: -1. For the largest force on an atom, the calculation gives 3.1 eV Å⁻¹. The value obtained for the HOMO energy is -2.48 eV. As for the energy above the lowest of the compared OMol25 structures with the same formula, charge and spin: 0.408 eV. The calculation puts the lowest unoccupied orbital energy at 4.0 eV.

XYZ file:
```
9
Properties=species:S:1:pos:R:3:lowdin_charge:R:1
S 0.698 -2.468 -2.404 -0.42
H -0.455 -1.808 -2.476 -0.53
C -0.461 0.885 0.400 -0.19
N 0.795 0.463 1.124 -0.09
H -0.425 0.779 -0.691 0.06
H -0.493 1.996 0.531 0.05
H -1.341 0.406 0.876 0.06
H 0.488 0.140 1.993 0.00
H 1.194 -0.393 0.647 0.06
```

=====

[6]
Density functional theory data (wB97M-V/def2-TZVPD) for a 2-piece molecular cluster, CH6O2 overall in a non-equilibrium geometry.

The total energy comes out at -5228.3053 eV. The structure (SMILES) is CO.O. For the largest force on an atom, the calculation gives 5.2 eV Å⁻¹. The value obtained for the HOMO energy is -9.67 eV. As for the energy above the lowest of the compared OMol25 structures with the same formula, charge and spin: 0.585 eV. The calculation puts the lowest unoccupied orbital energy at 0.3 eV.

XYZ file:
```
9
Properties=species:S:1:pos:R:3:lowdin_charge:R:1
C 0.999 -0.462 1.023 -0.16
O 0.268 -1.198 0.010 -0.16
H 1.712 -1.140 1.534 0.08
H 1.556 0.310 0.473 0.07
H 0.309 0.030 1.758 0.08
H -0.246 -0.478 -0.397 0.00
O -1.207 0.790 -1.212 -0.14
H -1.209 1.484 -2.080 0.17
H -2.182 0.663 -1.109 0.06
```

=====

[7]
Density functional theory data (wB97M-V/def2-TZVPD) for a 2-piece molecular cluster, CH6O2 overall in a non-equilibrium geometry.

The total energy comes out at -5227.8604 eV. The structure (SMILES) is CO.O. For the largest force on an atom, the calculation gives 4.7 eV Å⁻¹. The value obtained for the HOMO energy is -10.64 eV. As for the energy above the lowest of the compared OMol25 structures with the same formula, charge and spin: 1.030 eV. The calculation puts the lowest unoccupied orbital energy at 0.7 eV.

XYZ file:
```
9
Properties=species:S:1:pos:R:3:lowdin_charge:R:1
C -0.596 0.568 -0.008 -0.18
O -1.621 -0.405 -0.040 -0.09
H -1.083 1.410 -0.439 0.08
H -0.179 0.772 0.981 0.10
H 0.239 0.319 -0.686 0.06
H -1.306 -1.122 0.537 0.09
O 1.984 -0.156 0.041 -0.06
H 1.628 -0.783 -0.634 0.07
H 1.377 0.481 0.283 -0.07
```

=====

[8]
Density functional theory data (wB97M-V/def2-TZVPD) for a 2-piece molecular cluster, CH6O2 overall in a non-equilibrium geometry.

The total energy comes out at -5228.1252 eV. The structure (SMILES) is CO.O. For the largest force on an atom, the calculation gives 8.2 eV Å⁻¹. The value obtained for the HOMO energy is -10.65 eV. As for the energy above the lowest of the compared OMol25 structures with the same formula, charge and spin: 0.766 eV. The calculation puts the lowest unoccupied orbital energy at 0.8 eV.

XYZ file:
```
9
Properties=species:S:1:pos:R:3:lowdin_charge:R:1
C 0.893 -0.668 -0.339 -0.14
O -0.288 -0.322 -1.064 -0.15
H 1.247 0.295 -0.093 0.06
H 0.432 -1.267 0.523 0.11
H 1.672 -1.184 -0.901 0.08
H -0.140 -0.344 -2.008 0.07
O -1.263 1.510 1.308 0.03
H -1.241 1.043 2.022 -0.07
H -1.312 0.936 0.553 0.01
```